This record from OMol25 describes 9 unconnected molecules or ions with the total composition C50H87BF9IN13O3S2Si in a non-equilibrium geometry. The level of theory is ωB97M-V/def2-TZVPD.

Last column: Löwdin charge in e.
Positions of all 167 atoms, in Å:
C: 3.70403 2.53329 3.02729  -0.052
N: 2.70084 1.53501 2.58108  -0.094
C: 1.76044 1.22825 3.69539  -0.065
B: 1.89598 2.19451 1.55169  -0.546
O: 1.09909 3.28556 1.87163  0.137
C: 1.91867 1.73292 0.02088  -0.115
N: 0.78817 2.38577 -0.72427  0.127
C: 0.64313 1.75095 -1.95216  -0.313
N: -0.52527 1.72489 -2.51250  0.176
C: -1.71280 2.38594 -1.95830  -0.094
C: -2.28131 1.58876 -0.79919  -0.256
O: -2.90505 0.44121 -1.32695  -0.216
Si: -4.45260 0.06043 -0.74451  0.451
C: -5.17834 -1.13895 -1.99338  -0.164
C: -4.30126 -0.80440 0.91728  -0.155
C: -5.58916 1.56103 -0.63361  -0.144
N: 1.74949 1.16687 -2.50669  0.169
C: 2.21292 -0.04111 -1.72714  -0.375
C: 3.71991 -0.14460 -1.92348  -0.143
C: 4.14250 0.06223 -3.36747  -0.805
O: 4.02083 -0.75322 -4.23967  0.009
I: 5.00192 1.99609 -3.82714  0.894
N: 1.41991 -1.15186 -2.25683  0.122
C: 1.91799 -2.23406 -2.54754  -0.751
S: 2.51113 -3.60728 -2.92548  0.899
C: 1.93643 0.22565 -0.21205  -0.181
C: 0.69532 -0.51316 0.30154  -0.094
C: 0.88836 -2.00241 0.56998  -0.056
C: 1.50469 -2.29382 1.93229  -0.428
F: 0.48139 -2.34372 2.85590  0.109
F: 2.34437 -1.31970 2.36050  0.105
C: 2.17459 -3.69944 2.01825  -0.382
F: 2.15077 -4.14786 3.29456  0.122
F: 1.42489 -4.55483 1.26040  0.113
S: 3.97171 -3.75909 1.40506  0.760
F: 3.72922 -2.46680 0.49988  -0.149
F: 4.40134 -2.86571 2.61834  -0.102
F: 4.23620 -5.07217 2.24174  -0.122
F: 3.59090 -4.65885 0.15371  -0.156
F: 5.46513 -3.76878 0.91896  -0.098
H: 3.69447 2.63187 4.10520  0.092
H: 3.49673 3.51647 2.60859  0.041
H: 4.71427 2.24607 2.74855  0.084
H: 2.14728 0.41136 4.29126  0.088
H: 0.80206 0.90126 3.29442  0.080
H: 1.54550 2.10907 4.28956  0.091
H: 1.58261 4.11055 1.71958  0.061
H: 2.85660 2.13663 -0.37994  0.154
H: 1.09746 3.32654 -0.96413  0.169
H: -0.61974 1.23650 -3.38923  0.176
H: -1.49521 3.40968 -1.68693  0.130
H: -2.46186 2.39426 -2.73853  0.136
H: -1.44777 1.28156 -0.17318  0.096
H: -2.92294 2.22116 -0.18897  0.121
H: -4.78852 -0.82529 -2.95946  0.029
H: -6.25640 -1.06321 -2.01429  -0.006
H: -4.82214 -2.13277 -1.76844  -0.010
H: -5.31151 -0.94372 1.28998  0.025
H: -3.86977 -1.78451 0.75301  0.017
H: -3.72000 -0.20809 1.61468  0.025
H: -5.68405 1.84598 0.41178  0.031
H: -5.22617 2.42366 -1.18057  0.027
H: -6.56654 1.25993 -0.98715  0.007
H: 1.47257 0.80712 -3.41844  0.147
H: 4.15934 0.67675 -1.37014  0.084
H: 4.14824 -1.05070 -1.51011  0.124
H: 2.79969 -0.14039 0.33016  0.133
H: -0.09732 -0.43562 -0.43703  0.109
H: 0.29743 -0.05338 1.20199  0.127
H: 1.48181 -2.50573 -0.18198  0.085
H: -0.08115 -2.48291 0.58968  0.145
C: -10.41417 2.46456 -1.31003  -0.109
C: -11.11958 1.40268 -2.14629  -0.257
C: -10.34748 0.07854 -2.20236  -0.208
C: -9.03031 0.27021 -2.80956  -0.250
N: -7.99858 0.42005 -3.28977  0.166
H: -9.44323 2.72482 -1.73456  0.068
H: -11.00844 3.37688 -1.26832  0.073
H: -10.25742 2.11787 -0.28668  0.076
H: -11.27071 1.78029 -3.15921  0.112
H: -12.10808 1.20873 -1.72734  0.109
H: -10.88829 -0.65754 -2.79393  0.106
H: -10.21657 -0.33173 -1.20222  0.107
C: 5.64622 7.74224 3.83872  -0.110
C: 6.22819 6.55897 3.07807  -0.247
C: 5.53466 6.34709 1.72593  -0.170
C: 4.10886 6.07594 1.90337  -0.206
N: 2.98856 5.86911 2.04296  0.173
H: 4.59352 7.58022 4.08140  0.067
H: 6.17789 7.89641 4.77750  0.079
H: 5.72683 8.65062 3.24924  0.043
H: 6.14578 5.65227 3.68151  0.109
H: 7.29058 6.72597 2.89873  0.112
H: 5.97748 5.50566 1.19152  0.118
H: 5.63593 7.23577 1.10105  0.126
C: 2.32377 -7.31204 4.85339  -0.101
C: 3.34017 -6.32772 5.42108  -0.268
C: 4.38841 -7.00240 6.31269  -0.187
C: 3.76006 -7.65417 7.46331  -0.241
N: 3.24834 -8.16459 8.35361  0.149
H: 1.75025 -7.79313 5.64611  0.074
H: 1.61581 -6.79823 4.20257  0.063
H: 2.81598 -8.09091 4.26781  0.080
H: 2.81870 -5.55743 5.99263  0.114
H: 3.85255 -5.82547 4.60198  0.080
H: 5.10398 -6.26894 6.68409  0.117
H: 4.94204 -7.75488 5.74967  0.120
C: -10.74027 -5.47688 -3.94547  -0.107
C: -10.26033 -4.33127 -4.82938  -0.256
C: -8.92542 -3.73641 -4.36465  -0.170
C: -9.03148 -3.19044 -3.01221  -0.200
N: -9.11616 -2.74691 -1.95775  0.195
H: -10.92565 -5.14140 -2.92395  0.068
H: -11.67259 -5.89010 -4.32818  0.074
H: -10.00411 -6.28194 -3.91194  0.078
H: -11.01908 -3.54680 -4.85157  0.110
H: -10.14105 -4.68789 -5.85305  0.110
H: -8.60919 -2.93198 -5.02928  0.122
H: -8.14456 -4.49786 -4.36599  0.124
C: 2.72775 12.40620 4.51212  -0.107
C: 1.77792 11.49593 3.74209  -0.258
C: 2.38682 10.12296 3.43317  -0.188
C: 3.58936 10.25241 2.60927  -0.243
N: 4.51824 10.38006 1.94819  0.156
H: 3.62713 12.62343 3.93467  0.072
H: 2.24612 13.35676 4.73760  0.074
H: 3.03044 11.94990 5.45636  0.077
H: 1.48607 11.98058 2.80913  0.112
H: 0.86680 11.34637 4.32306  0.109
H: 1.67317 9.49691 2.89737  0.118
H: 2.65662 9.60804 4.35668  0.117
C: 9.56710 2.61389 -6.00639  -0.105
C: 9.95605 3.90827 -5.30108  -0.256
C: 9.04110 4.23794 -4.11544  -0.184
C: 7.65476 4.40603 -4.55183  -0.267
N: 6.57797 4.53916 -4.92614  0.095
H: 8.56629 2.67866 -6.43569  0.071
H: 10.25864 2.40068 -6.82022  0.075
H: 9.58830 1.76810 -5.31649  0.077
H: 9.93460 4.73281 -6.01505  0.114
H: 10.98039 3.82968 -4.93483  0.110
H: 9.35957 5.15960 -3.62830  0.119
H: 9.07264 3.43739 -3.37445  0.119
C: -7.77227 -3.50175 2.79207  -0.106
C: -8.61097 -3.68237 1.53127  -0.262
C: -7.98702 -4.66382 0.53413  -0.195
C: -6.67498 -4.19533 0.08889  -0.215
N: -5.64913 -3.82868 -0.27006  0.172
H: -6.79151 -3.08209 2.56148  0.062
H: -8.26573 -2.82068 3.48504  0.073
H: -7.62238 -4.45318 3.30534  0.078
H: -8.75113 -2.71654 1.04287  0.097
H: -9.60167 -4.04895 1.80373  0.109
H: -8.62526 -4.76905 -0.34313  0.089
H: -7.86626 -5.64906 0.98689  0.122
C: 5.19792 -7.38077 -1.43598  -0.096
C: 4.06980 -7.06683 -2.41192  -0.277
C: 4.01139 -8.04405 -3.59110  -0.185
C: 5.25239 -8.00149 -4.36669  -0.240
N: 6.23066 -7.97032 -4.96416  0.151
H: 6.17313 -7.30162 -1.91749  0.076
H: 5.18623 -6.68166 -0.60018  0.054
H: 5.09746 -8.38971 -1.03283  0.083
H: 4.19425 -6.05019 -2.79081  0.070
H: 3.11465 -7.09843 -1.88329  0.107
H: 3.18415 -7.79514 -4.25590  0.116
H: 3.85917 -9.06351 -3.23527  0.122

Atomic forces in eV per Å
0.18 -0.31 -0.18
-0.39 0.36 0.06
0.10 -0.17 -0.56
-0.30 0.18 0.30
0.54 -0.25 -0.47
-0.16 0.25 0.22
0.56 -0.76 -0.47
0.30 0.24 0.58
0.06 0.44 -0.37
-0.43 0.05 0.10
0.62 -0.43 -0.19
-0.43 0.37 0.32
-0.80 -1.01 -0.40
0.97 0.87 0.29
-0.02 0.63 -0.73
0.81 -0.26 0.53
-1.27 -0.89 -0.30
0.02 0.38 0.39
0.32 0.68 -0.22
0.14 -0.84 -1.14
-0.04 0.79 1.00
-0.12 -0.28 0.07
0.95 -0.55 -0.14
-0.34 0.66 -0.09
-0.11 -0.16 0.04
-0.06 -0.18 -0.12
-0.13 -0.01 -0.25
0.34 0.00 0.37
-0.82 0.12 0.39
0.44 0.10 -0.26
-0.18 -0.39 -0.09
-0.64 -0.72 0.23
0.23 0.40 -0.98
0.61 0.60 0.72
-0.02 -0.81 -0.18
0.05 0.28 -0.10
0.05 0.22 0.28
0.04 0.00 0.04
-0.04 0.08 -0.01
0.09 -0.04 -0.02
-0.07 0.03 0.25
0.14 0.20 0.13
0.11 -0.14 -0.16
0.13 -0.02 0.26
-0.13 -0.17 -0.06
0.04 0.15 0.27
-0.29 0.51 0.31
0.27 -0.02 0.01
-0.47 0.34 0.41
-0.12 -0.13 -0.07
0.25 0.16 0.08
-0.07 0.08 -0.26
0.04 0.06 0.31
-0.28 0.11 -0.05
-0.12 -0.06 -0.31
-0.24 -0.23 0.01
-0.17 -0.35 -0.07
-0.14 -0.03 0.25
0.19 -0.18 0.13
0.07 -0.09 0.31
-0.07 0.19 0.15
-0.12 0.19 -0.25
-0.20 0.05 -0.25
0.45 0.06 -0.21
0.02 0.12 0.24
-0.15 -0.42 -0.16
0.16 -0.05 0.17
-0.21 0.02 -0.10
0.09 0.24 0.19
-0.03 0.08 -0.16
-0.18 -0.20 -0.07
-0.02 0.00 -0.03
0.01 0.17 0.08
-0.16 0.41 -0.08
-0.02 -0.23 0.09
0.06 0.11 -0.07
0.02 -0.04 0.01
-0.01 0.00 0.02
0.01 0.00 0.01
-0.02 -0.05 -0.02
0.00 -0.08 -0.03
0.01 -0.09 0.02
0.08 -0.09 0.00
0.11 -0.06 0.12
-0.05 0.08 0.20
0.12 -0.03 0.19
0.05 0.14 -0.21
-0.18 -0.23 -0.10
-0.01 -0.01 -0.04
0.01 -0.02 0.00
0.00 0.08 -0.01
0.01 -0.05 -0.08
0.00 -0.03 -0.09
-0.04 -0.01 -0.06
-0.04 0.03 -0.01
-0.01 0.05 -0.01
-0.17 -0.08 -0.09
-0.16 0.12 0.00
0.15 -0.02 -0.06
-0.07 -0.03 0.09
0.04 -0.03 0.02
0.01 -0.01 -0.02
0.00 -0.02 0.00
0.06 0.02 0.03
0.11 0.04 0.03
0.05 -0.02 0.02
0.02 -0.03 0.01
0.00 0.03 -0.03
-0.12 -0.15 0.06
-0.20 -0.02 -0.06
0.21 0.02 -0.12
-0.07 -0.06 0.18
0.03 0.01 0.01
0.01 -0.02 0.00
0.00 -0.01 0.01
0.04 0.04 -0.03
0.06 0.06 -0.02
0.06 0.03 0.03
0.04 0.00 0.02
-0.02 -0.01 -0.03
0.05 0.18 0.11
-0.05 0.16 -0.02
-0.16 -0.03 -0.04
0.09 -0.02 -0.08
0.02 -0.04 0.00
0.00 0.00 0.02
0.01 0.00 0.01
-0.02 -0.06 -0.03
-0.02 -0.08 -0.04
0.02 -0.06 0.00
0.02 -0.03 0.01
0.00 0.04 0.01
0.03 -0.17 -0.16
0.08 0.03 -0.16
0.09 0.07 0.07
-0.12 -0.02 0.05
-0.02 0.00 0.03
0.01 -0.02 0.01
0.00 -0.01 0.00
0.00 0.05 0.05
-0.02 0.06 0.07
-0.03 0.01 0.05
-0.02 -0.01 0.02
-0.03 0.02 -0.03
0.03 0.10 0.20
-0.09 0.15 0.09
-0.11 -0.18 -0.13
0.14 -0.03 0.10
0.02 -0.04 -0.02
-0.01 -0.01 0.02
0.02 0.00 0.01
-0.03 -0.05 -0.09
-0.01 -0.04 -0.07
0.04 0.01 -0.02
0.04 -0.02 0.02
0.00 0.05 -0.01
0.06 0.00 0.22
0.05 0.22 0.07
-0.13 -0.16 -0.03
0.11 0.07 -0.04
-0.01 -0.04 -0.03
-0.01 -0.02 0.02
0.01 -0.01 0.00
-0.01 -0.01 -0.06
-0.05 -0.01 -0.08
-0.02 -0.05 -0.03
0.01 -0.03 -0.01

net charge	+1
2S+1	1
HOMO-LUMO gap	0.3140	Eh
lowest unoccupied orbital energy	-2.614	eV
HOMO energy	-0.4101	Eh